DFT (the ωB97M-V functional and the def2-TZVPD basis) results for 11 unconnected molecules or ions with the total composition H22O11.

Structure (XYZ):
```
33
Properties=species:S:1:pos:R:3:mulliken_charge:R:1
O -0.527 0.346 0.263 -0.59
H -0.148 -0.439 0.120 0.25
H -0.235 0.942 -0.442 0.32
O -5.113 -1.220 -0.248 -0.64
H -4.599 -0.602 -0.860 0.38
H -5.041 -2.155 -0.469 0.30
O 2.811 3.715 -1.674 -0.60
H 3.383 4.126 -2.350 0.30
H 2.714 4.359 -0.969 0.31
O 4.174 -1.258 1.072 -0.70
H 3.267 -1.079 1.237 0.28
H 4.229 -1.844 0.295 0.42
O 0.133 4.166 2.433 -0.60
H 0.416 3.338 2.579 0.29
H -0.736 3.980 2.087 0.31
O 3.265 0.962 -0.350 -0.68
H 3.808 0.196 0.065 0.41
H 2.342 0.907 0.004 0.26
O -0.764 -3.964 -0.320 -0.63
H -1.472 -3.963 0.329 0.33
H -0.182 -4.576 0.066 0.31
O -3.770 0.785 0.442 -0.52
H -3.256 1.525 0.627 0.24
H -3.706 0.100 1.104 0.27
O 1.151 -3.099 1.280 -0.54
H 0.528 -3.777 1.307 0.21
H 0.617 -2.300 1.357 0.32
O 3.611 -1.639 -1.510 -0.71
H 2.696 -1.282 -1.502 0.34
H 4.239 -0.814 -1.529 0.36
O -4.282 1.436 -1.231 -0.56
H -4.564 1.018 -2.014 0.23
H -4.991 2.107 -1.199 0.30
```

For the lowest unoccupied orbital energy, the calculation gives -0.17 eV. The gap between HOMO and LUMO is 9.55 eV. The maximum force comes out at 6.05 eV/A. The SMILES is O.O.O.O.O.O.O.O.O.O.O.

---

DFT (the ωB97M-V functional and the def2-TZVPD basis) results for 40 unconnected molecules or ions with the total composition H80O40.

Structure (XYZ):
```
120
Properties=species:S:1:pos:R:3:mulliken_charge:R:1
H -3.028 -2.144 -5.281 0.30
H -1.808 -1.351 -5.773 0.30
O -2.375 -2.033 -5.943 -0.59
H 5.362 -3.753 1.899 0.28
H 4.222 -4.850 2.434 0.37
O 4.587 -3.933 2.402 -0.65
H -0.812 4.965 4.357 0.26
H -1.610 3.761 3.780 0.26
O -0.757 4.234 3.754 -0.58
H -1.145 -4.328 1.615 0.32
H -0.824 -5.699 1.989 0.26
O -1.169 -5.214 1.284 -0.52
H -5.987 2.825 -1.313 0.30
H -6.199 1.970 -0.111 0.31
O -5.617 2.045 -0.940 -0.59
H -4.597 -4.551 1.012 0.23
O -3.989 -4.070 0.532 -0.47
H 1.403 2.388 -3.517 0.22
O 1.645 2.639 -2.649 -0.40
H -2.145 -1.978 1.308 0.42
H -0.943 -2.569 1.891 0.39
O -1.908 -2.628 1.978 -0.64
H 4.253 -0.098 2.405 0.29
H 4.293 0.976 1.305 0.30
O 4.645 0.142 1.540 -0.62
H 2.729 -5.591 1.083 0.33
H 3.642 -4.792 0.223 0.40
O 3.615 -5.591 0.709 -0.70
H 3.375 -2.206 -0.656 0.32
H 2.405 -2.986 -1.546 0.45
O 2.804 -2.996 -0.595 -0.64
H -2.435 3.960 -0.525 0.34
O -2.131 4.717 -0.998 -0.72
H -1.044 3.468 -2.636 0.33
H -1.911 3.344 -3.837 0.28
O -1.223 2.831 -3.338 -0.54
H 0.377 6.311 0.561 0.30
H -0.335 6.700 1.831 0.32
O -0.481 6.722 0.881 -0.60
H 2.698 -4.650 -3.816 0.31
H 2.559 -3.166 -4.510 0.34
O 2.771 -4.148 -4.687 -0.58
H 2.976 4.972 -0.147 0.19
H 4.458 5.234 0.266 0.25
O 3.674 4.785 0.492 -0.57
H -5.959 -1.308 -2.711 0.29
H -4.855 -0.457 -3.192 0.28
O -4.971 -1.329 -2.754 -0.60
H -4.320 -4.404 -1.408 0.34
H -4.524 -3.272 -2.446 0.39
O -4.637 -4.226 -2.325 -0.70
H 3.067 -3.380 2.154 0.40
O 2.094 -3.451 1.956 -0.70
H 0.080 0.277 -4.310 0.26
H 0.269 -1.381 -4.252 0.29
O -0.299 -0.580 -3.912 -0.59
H 1.202 -3.492 -2.731 0.40
O 1.288 -2.513 -2.679 -0.67
H 1.940 0.897 1.581 0.02
H 2.226 -0.528 2.212 0.17
O 1.841 -0.118 1.471 -0.03
H -2.238 -1.016 -0.671 0.14
H -3.786 -0.933 -1.091 0.20
O -3.125 -1.357 -0.581 -0.40
H 4.465 3.703 3.395 0.26
H 4.240 4.449 2.143 0.30
O 4.464 3.619 2.482 -0.58
H -2.297 -5.041 -1.626 0.28
H -2.949 -5.209 -2.920 0.41
O -2.071 -5.433 -2.492 -0.69
H -0.489 3.700 0.453 0.40
H -0.705 3.463 1.884 0.04
O -1.212 3.691 1.083 -0.56
H -0.954 0.637 -0.792 -0.08
H -0.302 1.072 0.647 -0.04
O -1.019 0.930 0.100 0.14
H 0.897 2.370 4.084 -0.10
H 0.929 0.797 4.297 0.34
O 0.761 1.556 3.732 -0.13
H -0.526 -0.684 4.098 0.46
H -0.749 -0.251 2.591 0.29
O -1.130 -0.801 3.389 -0.39
H 3.104 2.954 1.007 0.23
H 2.470 2.198 -0.221 0.09
O 2.573 2.296 0.770 -0.25
H 3.861 -0.032 -1.936 0.24
H 3.429 -0.228 -0.413 0.34
O 3.192 -0.478 -1.356 -0.60
H -3.724 3.100 4.744 0.30
O -3.341 3.602 4.044 -0.69
H -2.483 2.523 1.087 0.44
H -2.371 0.935 0.957 0.19
O -2.994 1.690 1.251 -0.10
H 2.171 -3.120 1.022 0.40
H -3.626 -3.405 1.057 0.23
H 0.522 -2.072 -2.284 0.16
H 1.626 1.826 -2.079 0.12
H -1.358 5.242 -0.524 0.26
H -3.454 3.090 3.187 0.31
O 1.054 -5.118 -2.373 -0.65
H 1.112 -5.394 -3.285 0.32
H 0.146 -5.205 -2.147 0.20
O 1.130 5.226 -1.823 -0.49
H 0.543 5.957 -1.691 0.29
H 1.078 5.069 -2.777 0.24
O 0.325 -0.442 5.324 -0.62
H -0.260 0.138 5.900 0.34
H 1.071 -0.793 5.787 0.26
O 4.830 2.448 -3.908 -0.63
H 4.307 1.691 -3.629 0.30
H 4.079 3.012 -3.597 0.35
O 1.934 4.519 4.348 -0.57
H 1.109 4.444 3.879 0.31
H 2.015 3.715 4.821 0.31
O -0.354 -4.287 -4.664 -0.53
H -1.048 -4.391 -4.032 0.35
H -0.483 -3.353 -4.944 0.21
O -4.479 -0.195 3.253 -0.62
H -4.747 -0.090 2.322 0.30
H -3.620 -0.733 3.347 0.30
```

For the lowest unoccupied orbital energy (spin up / spin down), the calculation gives -3.29 / -9.73 eV. The gap between HOMO and LUMO (spin up / spin down) is 8.88 / 2.43 eV. Its net charge is +1. Its multiplicity is 2. The maximum force comes out at 7.56 eV/A.

---

Values of energy above the lowest of the compared OMol25 structures with the same formula, charge and spin, in order: 6.076, 7.431, all in eV.
Values of electronic energy, in order: -840.65684, -3057.02919, all in hartree.